[1]
The following is a quantum chemistry calculation of the ion C6H10N with charge +1, from the OMol25 dataset.

Computed properties:
LUMO	-4.92	eV
spin multiplicity	1
HOMO-LUMO gap	8.80	eV
total charge	+1

Structure (XYZ):
```
17
Properties=species:S:1:pos:R:3:nbo_charge:R:1
H 2.518 0.246 -0.394 0.246
H -0.457 2.029 1.843 0.239
C 1.468 0.274 -0.279 -0.042
C 0.410 2.167 1.257 -0.687
H 1.704 -1.986 -1.762 0.245
H 0.155 -2.765 -1.023 0.241
H 0.043 -1.702 -2.470 0.242
H 0.265 3.092 0.689 0.267
C 0.631 -1.944 -1.589 -0.422
C 0.620 0.963 0.460 0.073
H 1.225 2.279 1.928 0.260
H -2.593 0.369 0.066 0.309
H -2.226 -1.459 0.378 0.275
N 0.471 -0.714 -0.776 -0.283
C -0.541 -0.215 -0.120 0.496
C -1.890 -0.427 0.339 -0.747
H -1.803 -0.207 1.455 0.289
```

[2]
The following is a quantum chemistry calculation of a structure of composition C18H36BF4MgN2O11Ti, from the OMol25 dataset.

Computed properties:
LUMO (spin up / spin down)	-2.47 / -3.88	eV
<S²>	3.760
spin multiplicity	4
HOMO-LUMO gap (spin up / spin down)	5.75 / 4.38	eV
total charge	0

Structure (XYZ):
```
74
Properties=species:S:1:pos:R:3:lowdin_spin:R:1
O 2.293 1.550 -3.859 0.000
H -3.947 7.187 1.750 0.000
H -3.139 -1.842 -0.095 0.001
C 0.472 3.173 -2.667 0.000
H -0.997 -0.443 0.934 0.003
C 1.258 -2.938 5.160 0.008
H -2.267 6.714 2.011 0.000
C -1.924 0.822 -3.659 0.000
H -0.134 3.898 -2.124 0.000
O -3.572 5.171 1.446 0.000
H 0.604 -1.219 6.306 0.001
O 4.018 -4.638 -2.269 0.008
H -0.046 -2.783 6.756 0.000
C 4.460 -2.674 -0.241 0.005
O -1.568 4.337 0.845 0.000
O 3.925 2.495 -2.639 0.000
H 3.838 -2.243 0.544 0.001
C -4.143 -2.207 -0.310 0.001
H -2.201 -1.329 -3.755 0.000
H -4.561 -2.593 0.620 0.000
H -3.500 0.996 0.716 0.000
H 0.183 3.225 -3.717 0.000
F -3.601 -1.057 4.400 0.001
H -2.809 6.776 0.389 0.000
O -0.910 -1.734 5.303 -0.012
H 1.873 -2.359 4.472 0.002
H -0.163 0.368 -0.381 0.001
C 4.880 1.619 -3.120 0.000
O 3.790 -2.524 -1.528 0.005
B -3.364 -0.501 3.132 0.002
C -3.149 6.535 1.396 0.000
H 5.751 1.510 -2.473 0.000
H 2.108 -1.830 -4.798 0.000
F -2.237 0.301 3.289 0.002
Mg 0.900 -4.276 0.645 0.602
C -5.006 -1.092 -0.712 0.000
C 2.435 -1.830 -3.758 0.000
H -0.609 -1.210 -0.688 0.001
C 0.242 -2.165 5.905 0.002
H 0.564 -0.090 2.629 0.001
H 5.145 2.045 -4.088 0.000
H 0.719 -3.763 4.694 0.006
C -0.267 -0.585 0.138 0.008
C 1.103 -1.001 0.733 0.013
Ti -0.935 -2.709 2.939 2.122
O 3.040 -3.115 -3.551 0.001
H 3.011 -0.910 -3.651 0.000
H -0.556 -0.843 -3.209 0.000
H 2.236 -0.551 2.514 0.000
N -5.695 -0.212 -1.089 0.000
H -1.156 -0.506 -4.842 0.000
C -2.778 4.201 0.942 0.000
N -2.322 1.881 -3.516 0.000
H -4.332 -3.000 -1.034 0.000
H 1.540 -1.639 -3.166 0.000
C 3.650 -3.479 -2.408 0.004
C -2.823 1.834 0.549 0.000
F -4.433 0.174 2.589 0.000
O -3.568 3.047 0.756 0.000
O 1.905 3.328 -2.500 0.000
H 4.473 0.619 -3.265 0.000
H 4.562 -3.723 0.039 0.002
H 1.852 -0.796 -0.032 0.001
H 1.987 -3.401 5.825 0.000
H 0.268 2.234 -2.154 0.000
C 1.410 -0.130 1.942 0.007
O 1.145 -2.375 1.082 0.183
H 5.473 -2.304 -0.088 0.000
H -2.324 1.753 -0.417 0.000
C 2.703 2.402 -3.119 0.000
H -2.130 1.741 1.386 0.000
H 1.768 0.845 1.611 0.001
C -1.433 -0.557 -3.789 0.000
F -2.984 -1.602 2.320 0.018
```

[3]
The following is a quantum chemistry calculation of a cluster of 2 separate species, C4H12N3 in total, from the OMol25 dataset.

Computed properties:
LUMO	-3.12	eV
spin multiplicity	1
HOMO-LUMO gap	10.54	eV
total charge	+1

Structure (XYZ):
```
19
Properties=species:S:1:pos:R:3:nbo_charge:R:1
H 2.351 0.879 -3.004 0.215
H -0.102 0.819 -0.137 0.466
C 1.777 -0.014 -2.782 -0.337
H 0.007 1.803 -1.523 0.436
C 0.815 -0.056 -1.881 -0.084
H 1.396 1.496 -0.701 0.435
H -0.482 -2.813 0.758 0.371
H 0.267 -0.954 -1.637 0.254
H 0.235 -1.175 2.156 0.176
N -0.723 -1.880 0.436 -0.671
H -1.945 0.223 0.837 0.416
C -0.496 -1.042 1.358 0.272
N 0.510 1.086 -0.995 -0.737
H -1.761 1.033 3.032 0.220
H 2.033 -0.904 -3.338 0.247
H -0.001 0.898 2.949 0.215
H -0.792 2.185 2.095 0.210
C -0.896 1.139 2.376 -0.426
N -0.996 0.268 1.191 -0.678
```

[4]
The following is a quantum chemistry calculation of a cluster of 2 separate species, C10H13NO in total, from the OMol25 dataset.

Computed properties:
LUMO	0.87	eV
spin multiplicity	1
HOMO-LUMO gap	8.53	eV
total charge	0

Structure (XYZ):
```
25
Properties=species:S:1:pos:R:3:nbo_charge:R:1
C 0.051 1.500 -1.191 -0.238
C -0.967 2.325 -0.745 -0.227
H -1.891 -3.600 0.090 0.214
H -2.776 2.399 0.414 0.206
H 1.472 1.609 1.215 0.195
C -0.062 0.123 -0.941 0.140
C -1.935 1.780 0.114 -0.232
H 0.939 -2.979 -0.610 0.211
N 0.861 -0.878 -1.165 -0.534
C 2.513 1.511 0.926 -0.250
O 3.033 0.410 1.707 -0.743
H 3.988 0.379 1.722 0.462
C -1.487 -2.886 0.812 -0.628
H -3.038 0.016 0.706 0.214
H 3.107 2.407 1.074 0.171
H -0.946 3.393 -0.903 0.215
H 2.505 1.079 -0.067 0.165
H 1.000 1.817 -1.604 0.211
H -0.754 -3.461 1.376 0.219
H 1.506 -0.850 -1.944 0.408
C 0.417 -2.041 -0.564 -0.029
H -2.274 -2.512 1.456 0.216
C -0.764 -1.771 0.093 -0.075
C -1.137 -0.431 -0.193 -0.098
C -2.127 0.421 0.300 -0.194
```

[5]
The following is a quantum chemistry calculation of a cluster of 9 separate species, C21H49N7O17S2 in total, from the OMol25 dataset.

Computed properties:
LUMO	-0.28	eV
spin multiplicity	1
HOMO-LUMO gap	8.91	eV
total charge	0

Structure (XYZ):
```
96
Properties=species:S:1:pos:R:3:lowdin_charge:R:1
H -0.331 2.771 4.982 0.072
H 0.738 -1.788 -6.075 0.095
N 0.477 -0.598 -0.098 -0.395
O 0.390 -2.936 4.430 -0.208
O 4.349 3.279 3.809 -0.196
C 3.498 -5.812 0.125 -0.364
H -2.505 0.743 2.759 0.075
N -4.314 -1.412 0.207 -0.187
H 2.421 -5.830 0.363 0.128
N -0.961 2.290 -3.713 -0.182
H -0.690 0.505 -2.707 0.061
H -1.181 -3.042 0.521 0.105
O 1.954 5.675 -0.170 0.071
H 2.195 2.935 1.618 0.099
H -1.685 1.670 -1.818 0.084
H 5.399 -3.885 -1.606 0.090
H -0.672 5.709 -0.781 0.103
H 3.668 4.572 2.386 0.127
C -3.938 -0.062 -0.103 -0.048
H -5.697 -1.124 1.696 0.094
O -2.091 -2.697 -4.084 0.015
O 1.662 -0.831 -0.213 0.066
H 0.209 1.474 0.050 0.092
C 5.275 -4.254 -0.584 -0.033
C -1.817 3.037 -4.458 -0.337
H -0.967 -1.588 -5.971 0.091
H 0.062 3.775 3.283 0.118
H -3.737 0.051 -1.165 0.078
H -4.724 -3.349 -0.360 0.133
S 3.023 2.608 4.502 0.673
H 4.978 3.570 1.880 0.133
H 0.951 2.766 -2.880 0.061
H -0.871 0.446 1.151 0.067
C -4.406 -2.371 -0.763 -0.330
C -4.765 -1.686 1.576 -0.051
O -1.793 -2.451 3.279 -0.212
H -3.531 2.276 2.950 0.101
H 1.938 -3.686 -0.164 0.074
C 4.044 3.550 2.443 -0.167
O 1.448 3.706 -0.852 0.018
H 1.213 -0.549 -3.321 0.066
O 3.377 1.857 5.658 -0.199
N 3.890 -4.629 -0.352 -0.192
O 2.782 1.691 3.181 -0.217
H -0.938 1.217 4.914 0.081
N -1.489 2.498 3.222 -0.162
C 0.079 5.459 -1.528 0.075
C -0.909 -3.568 1.444 -0.150
C 1.259 -1.640 -3.418 -0.064
H 0.039 -0.256 -5.438 0.079
H 0.805 0.686 1.512 0.081
H -2.023 2.530 5.274 0.092
C 0.475 2.479 -3.820 -0.042
H 2.192 -1.944 -3.894 0.094
C -1.464 1.266 -2.809 -0.045
O -0.654 3.574 1.376 -0.008
H 3.320 -2.617 -0.147 0.078
H -0.774 -3.146 -2.645 0.130
O -0.046 -0.709 3.408 -0.229
C -0.656 3.344 2.575 -0.319
H -0.561 -4.526 1.056 0.134
O 4.157 -6.814 0.318 0.012
H 0.910 1.527 -4.128 0.068
H -3.027 0.267 0.406 0.053
O -0.402 -1.250 -0.622 0.042
O -1.432 3.893 -5.231 0.004
C -0.043 -1.345 -5.447 -0.050
H -3.008 -3.550 2.146 0.104
C -1.205 2.233 4.611 -0.062
H 5.868 -5.168 -0.598 0.090
H 5.570 -3.518 0.160 0.094
H -0.217 4.658 -2.195 0.075
H 2.866 -3.425 -1.644 0.083
H -1.855 -4.522 3.161 0.135
H -2.860 2.795 -4.213 0.137
S -0.225 -2.124 3.418 0.645
N 0.030 -1.923 -4.135 -0.190
C 0.096 0.603 0.692 0.049
O 1.988 3.612 4.581 -0.252
H 0.683 3.261 -4.543 0.089
O 0.139 -2.733 1.960 -0.210
H 1.253 -1.981 -2.387 0.041
H -5.040 -2.732 1.691 0.079
O -4.146 -2.181 -1.931 0.030
C 3.090 2.435 1.987 -0.146
H -4.742 0.624 0.178 0.100
N 1.220 4.896 -0.735 -0.428
H -3.979 -1.365 2.260 0.073
H 3.503 1.677 1.332 0.136
H -2.553 2.097 1.536 0.074
C 2.943 -3.554 -0.558 -0.065
C -0.981 -2.645 -3.599 -0.342
C -2.614 1.811 2.588 -0.038
H -2.321 0.725 -3.212 0.097
H 0.410 6.346 -2.054 0.103
C -1.994 -3.655 2.517 -0.125
```

[6]
The following is a quantum chemistry calculation of a cluster of 2 separate species, C2H7NO3 in total, from the OMol25 dataset.

Computed properties:
LUMO	0.63	eV
spin multiplicity	1
HOMO-LUMO gap	10.23	eV
total charge	0

Structure (XYZ):
```
13
Properties=species:S:1:pos:R:3:nbo_charge:R:1
C -2.362 0.833 -1.058 0.642
O -3.423 0.759 -1.586 -0.542
H 0.630 -1.042 2.287 0.480
H 2.093 0.661 0.925 0.157
H 2.385 -1.005 0.981 0.151
C 1.581 -0.296 0.753 0.076
O -1.799 -0.227 -0.441 -0.706
H -1.745 1.743 -1.066 0.090
O 0.460 -0.367 1.631 -0.755
H -1.366 0.034 0.374 0.509
H 0.923 -1.207 -1.001 0.385
N 1.283 -0.354 -0.624 -0.871
H 1.340 0.468 -1.175 0.384
```

| no. | strongest force on any atom (eV Å⁻¹) |
| --- | --- |
| 1 | 4.308 |
| 2 | 4.911 |
| 3 | 1.248 |
| 4 | 2.299 |
| 5 | 1.997 |
| 6 | 1.810 |